--- i ---
Here is a 2-piece molecular cluster, C3H10OS2 overall from the Open Molecules 2025 dataset. Energies are from ωB97M-V with the def2-TZVPD basis set.

XYZ file:
```
16
Properties=species:S:1:pos:R:3:mulliken_charge:R:1
S 0.315 -1.942 1.611 -0.192
S 1.176 -0.077 1.483 -0.122
C 0.303 2.423 -1.781 -1.110
C 0.485 0.550 -0.113 -0.663
C 0.751 2.014 -0.380 -0.360
H -0.837 -1.461 2.125 0.167
H 0.715 1.642 -2.443 0.302
H 0.772 3.387 -2.041 0.307
H -0.782 2.499 -1.961 0.313
H -0.602 0.390 0.023 0.340
H 0.831 -0.144 -0.902 0.412
H 1.847 2.148 -0.293 0.288
H 0.279 2.557 0.462 0.318
O -1.508 -4.748 1.097 -0.611
H -1.285 -4.261 1.922 0.294
H -2.461 -4.974 1.192 0.316
```

Computed properties:
SMILES string = CCCSS.O
Molecular weight = 126.2 g/mol
Highest occupied orbital energy = -9.0 eV
Kohn-Sham gap = 9.40 eV
LUMO energy = 0.407 eV

--- ii ---
Here is a 2-piece molecular cluster, C3H10OS2 overall from the Open Molecules 2025 dataset. Energies are from ωB97M-V with the def2-TZVPD basis set.

XYZ file:
```
16
Properties=species:S:1:pos:R:3:mulliken_charge:R:1
C -0.675 0.780 0.743 -0.301
C 0.056 2.124 0.789 -1.323
C -0.764 0.243 -0.696 -0.589
S -0.807 -1.568 -0.570 -0.096
S -1.108 -2.213 -2.502 -0.239
H -1.692 0.915 1.118 0.279
H -0.199 0.035 1.377 0.297
H -0.286 2.794 0.017 0.346
H -0.024 2.556 1.777 0.376
H 1.119 1.970 0.655 0.342
H 0.076 0.613 -1.278 0.405
H -1.716 0.514 -1.157 0.389
H 0.158 -2.093 -2.931 0.150
H 2.672 -2.053 0.604 0.316
H 1.160 -2.192 0.838 0.286
O 2.030 -2.424 1.216 -0.638
```

Computed properties:
SMILES string = CCCSS.O
Molecular weight = 126.2 g/mol
Highest occupied orbital energy = -9.4 eV
Kohn-Sham gap = 9.84 eV
LUMO energy = 0.484 eV

--- iii ---
Here is a 2-piece molecular cluster, C3H10OS2 overall from the Open Molecules 2025 dataset. Energies are from ωB97M-V with the def2-TZVPD basis set.

XYZ file:
```
16
Properties=species:S:1:pos:R:3:mulliken_charge:R:1
C 5.116 -0.048 -1.518 -0.734
S 4.327 -1.531 -2.169 -0.036
S 3.733 -1.053 -4.022 -0.215
H 5.429 0.651 -2.282 0.297
H 6.010 -0.352 -0.977 0.264
H 4.422 0.412 -0.815 0.274
H 2.594 -0.355 -3.840 0.150
C -2.835 0.473 1.754 -0.080
O -3.122 1.736 1.175 -0.517
C -4.036 -0.441 1.871 -1.174
H -2.085 0.048 1.126 0.247
H -2.413 0.587 2.752 0.209
H -4.067 1.919 1.188 0.294
H -4.667 -0.407 0.983 0.351
H -3.762 -1.467 2.045 0.351
H -4.646 -0.171 2.729 0.318
```

Computed properties:
SMILES string = CCO.CSS
Molecular weight = 126.2 g/mol
Highest occupied orbital energy = -9.0 eV
Kohn-Sham gap = 9.71 eV
LUMO energy = 0.712 eV

Which structure loses on stability? iii does.

--- i ---
Here is a 3-piece molecular cluster, C3H9INO2 overall from the Open Molecules 2025 dataset. Energies are from ωB97M-V with the def2-TZVPD basis set.

XYZ file:
```
16
Properties=species:S:1:pos:R:3:mulliken_charge:R:1
C 0.496 1.530 1.913 -0.215
C -0.171 1.578 0.647 -0.150
C -0.811 -0.003 -2.146 0.101
N 0.148 0.794 -0.311 -0.440
O 1.010 0.183 2.100 -0.549
O 0.052 -0.916 -2.563 -0.209
I -0.183 -4.028 -1.055 0.010
H 1.490 2.158 1.892 0.285
H -0.242 1.981 2.698 0.275
H -0.910 2.243 0.508 0.512
H -1.795 -0.252 -1.907 0.302
H 0.826 0.115 0.007 0.254
H -0.707 0.924 -2.656 0.276
H -0.973 -4.629 0.145 0.145
H 1.650 0.050 2.766 0.316
H 0.118 -1.727 -2.039 0.085
```

Computed properties:
Molecular weight = 218.0 g/mol
Total charge = +1
Highest occupied orbital energy = -13.6 eV
Kohn-Sham gap = 8.89 eV
LUMO energy = -4.687 eV

--- ii ---
Here is a 3-piece molecular cluster, C3H9INO2 overall from the Open Molecules 2025 dataset. Energies are from ωB97M-V with the def2-TZVPD basis set.

XYZ file:
```
16
Properties=species:S:1:pos:R:3:mulliken_charge:R:1
C 0.591 0.989 -2.707 -0.951
C 0.036 -0.027 -1.833 0.212
C 0.813 0.548 1.369 0.284
N 0.158 -0.268 -0.557 -0.436
O -0.245 1.261 1.554 -0.332
O 1.199 -0.512 1.929 -0.263
I -2.388 -2.009 2.714 -0.057
H 0.141 1.025 -3.708 0.308
H 0.677 1.960 -2.103 0.286
H 1.745 0.912 -2.738 0.302
H -0.743 -0.646 -2.262 0.316
H -0.306 -1.130 -0.285 0.189
H -2.784 -3.023 3.838 0.151
H 1.644 1.115 0.695 0.324
H -1.094 0.771 1.588 0.346
H 0.557 -0.967 2.508 0.323
```

Computed properties:
Molecular weight = 218.0 g/mol
Total charge = +1
Highest occupied orbital energy = -13.9 eV
Kohn-Sham gap = 10.21 eV
LUMO energy = -3.649 eV

Which structure loses on stability? i does.

--- i ---
Here is an isolated ion of composition C4H7N4 and charge +1 from the Open Molecules 2025 dataset. Energies are from ωB97M-V with the def2-TZVPD basis set.

XYZ file:
```
15
Properties=species:S:1:pos:R:3:mulliken_charge:R:1
C -0.126 -0.354 -0.841 -0.107
C -1.042 -0.760 -1.501 0.748
C 0.748 0.197 0.124 0.088
C -1.761 -1.619 -2.316 -1.064
N 0.100 2.293 2.827 -0.656
N 0.762 1.514 2.162 -0.121
N 0.213 1.157 1.069 0.218
N 2.028 -0.083 0.276 -0.338
H -1.506 -2.660 -1.816 0.283
H -2.806 -1.344 -2.430 0.332
H -1.233 -1.616 -3.238 0.330
H 0.485 2.342 3.746 0.288
H -0.729 1.501 0.786 0.341
H 2.448 -1.003 0.009 0.315
H 2.420 0.436 1.144 0.342
```

Computed properties:
SMILES string = [H]/N=N/NC(=[NH2+])C#CC
Molecular weight = 111.1 g/mol
Total charge = +1
Highest occupied orbital energy = -14.2 eV
Kohn-Sham gap = 8.93 eV
LUMO energy = -5.231 eV

--- ii ---
Here is a 2-piece molecular cluster, C4H7N4 overall from the Open Molecules 2025 dataset. Energies are from ωB97M-V with the def2-TZVPD basis set.

XYZ file:
```
15
Properties=species:S:1:pos:R:3:mulliken_charge:R:1
C 0.260 -0.790 -2.228 -0.365
C 1.106 -0.334 -1.141 0.176
C -0.829 0.164 -0.192 0.424
C 1.048 0.083 1.307 -0.742
N -1.043 -0.538 -2.236 -0.341
N -1.598 -0.076 -1.155 -0.123
N 0.472 0.069 -0.050 0.125
N -1.569 0.869 1.763 -0.544
H 0.511 -1.239 -3.174 0.458
H 2.261 -0.413 -1.056 0.360
H 2.062 -0.096 1.114 0.307
H 1.048 1.044 1.892 0.312
H 0.647 -0.645 1.938 0.391
H -2.031 1.707 1.397 0.279
H -2.345 0.196 1.823 0.283
```

Computed properties:
Molecular weight = 111.1 g/mol
Total charge = +1
Highest occupied orbital energy = -14.9 eV
Kohn-Sham gap = 8.80 eV
LUMO energy = -6.086 eV

Which structure loses on stability? ii does.

--- i ---
Here is CH2N3O3 as an isolated structure from the Open Molecules 2025 dataset. Energies are from ωB97M-V with the def2-TZVPD basis set.

XYZ file:
```
9
Properties=species:S:1:pos:R:3:mulliken_charge:R:1
C 1.717 0.554 -0.023 0.001
N -0.997 0.679 0.264 -0.508
N 0.617 -0.100 0.267 -0.195
N -1.798 -0.257 -0.035 1.219
O -1.459 -1.448 -0.211 -0.783
O 1.926 1.736 -0.168 -0.586
O -2.987 0.098 -0.139 -0.750
H 2.573 -0.181 -0.073 0.278
H 0.408 -1.082 0.118 0.323
```

Computed properties:
Molecular weight = 104.0 g/mol
Total charge = -1
Highest occupied orbital energy = -4.9 eV
Kohn-Sham gap = 8.97 eV
LUMO energy = 4.090 eV

--- ii ---
Here is an isolated ion of composition CH2N3O3 and charge -1 from the Open Molecules 2025 dataset. Energies are from ωB97M-V with the def2-TZVPD basis set.

XYZ file:
```
9
Properties=species:S:1:pos:R:3:mulliken_charge:R:1
C 1.182 -1.006 -0.674 0.684
N -0.565 -0.078 0.862 0.116
N -1.626 0.545 1.045 -0.764
N 0.484 0.113 0.312 0.286
O 2.221 -1.384 -0.178 -0.625
O 0.469 -1.251 -1.612 -0.604
O 0.559 1.420 -0.619 -0.586
H -0.409 1.473 -0.899 0.322
H -2.315 0.167 1.763 0.170
```

Computed properties:
SMILES string = [H]/N=N/N(O)C(=O)[O-]
Molecular weight = 104.0 g/mol
Total charge = -1
Highest occupied orbital energy = -4.4 eV
Kohn-Sham gap = 8.75 eV
LUMO energy = 4.353 eV

Which structure loses on stability? i does.

--- i ---
Here is an isolated ion of composition C3H8N3 and charge +1 from the Open Molecules 2025 dataset. Energies are from ωB97M-V with the def2-TZVPD basis set.

XYZ file:
```
14
Properties=species:S:1:pos:R:3:mulliken_charge:R:1
C -0.623 -1.291 -0.938 0.067
C -0.544 1.052 0.068 -0.630
C 0.350 1.080 1.436 -0.030
N -1.189 -0.290 -0.274 -0.135
N 0.637 -1.404 -1.164 -0.267
N 1.202 0.200 1.645 -0.455
H -1.252 -2.109 -1.280 0.359
H -1.394 1.832 0.245 0.343
H 0.034 1.408 -0.821 0.296
H 0.218 2.034 2.013 0.346
H -2.245 -0.379 -0.297 0.290
H 0.931 -2.284 -1.594 0.270
H 1.769 0.336 2.468 0.274
H 1.268 -0.590 -0.991 0.271
```

Computed properties:
SMILES string = [H]/N=C/CNC=[NH2+]
Molecular weight = 86.1 g/mol
Total charge = +1
Highest occupied orbital energy = -14.1 eV
Kohn-Sham gap = 10.83 eV
LUMO energy = -3.313 eV

--- ii ---
Here is an isolated ion of composition C3H8N3 and charge +1 from the Open Molecules 2025 dataset. Energies are from ωB97M-V with the def2-TZVPD basis set.

XYZ file:
```
14
Properties=species:S:1:pos:R:3:mulliken_charge:R:1
C -1.856 0.828 0.052 0.152
C -0.465 -0.988 -0.164 -0.374
C 1.539 0.747 0.231 -0.709
N -0.740 1.401 -0.213 -0.731
N -1.839 -0.555 0.158 -0.159
N 0.263 0.351 -0.497 0.168
H -2.909 1.195 0.226 0.368
H 0.149 -1.208 0.674 0.326
H -0.489 -1.637 -1.047 0.337
H 2.262 0.896 -0.497 0.338
H 1.285 1.603 0.873 0.331
H 1.954 0.026 0.995 0.318
H -2.682 -1.019 0.396 0.192
H 0.501 0.378 -1.576 0.443
```

Computed properties:
SMILES string = C[N@H+]1CNC=N1
Molecular weight = 86.1 g/mol
Total charge = +1
Highest occupied orbital energy = -14.4 eV
Kohn-Sham gap = 10.88 eV
LUMO energy = -3.473 eV

Which structure loses on stability? ii does.

--- i ---
Here is a 2-piece molecular cluster, C3H8N3 overall from the Open Molecules 2025 dataset. Energies are from ωB97M-V with the def2-TZVPD basis set.

XYZ file:
```
14
Properties=species:S:1:pos:R:3:mulliken_charge:R:1
C -1.296 -1.271 0.459 -0.066
C -0.102 -0.651 -1.221 -0.299
C 0.734 1.914 0.281 -0.359
N -1.333 -1.217 -0.804 -0.364
N -0.128 -0.856 1.130 -0.379
N 0.655 -0.321 0.050 -0.143
H -2.154 -1.664 0.950 0.433
H 0.496 -1.198 -1.945 0.368
H -0.337 0.247 -1.805 0.227
H 0.543 1.922 -0.851 0.272
H -0.077 2.061 0.842 0.320
H 1.652 2.057 0.687 0.305
H -0.319 -0.331 2.042 0.308
H 1.665 -0.693 0.184 0.377
```

Computed properties:
Molecular weight = 86.1 g/mol
Total charge = +1
Highest occupied orbital energy (alpha / beta) = -13.9 / -13.9 eV
Kohn-Sham gap (alpha / beta) = 7.77 / 7.77 eV
LUMO energy (alpha / beta) = -6.125 / -6.127 eV

--- ii ---
Here is an isolated ion of composition C3H8N3 and charge +1 from the Open Molecules 2025 dataset. Energies are from ωB97M-V with the def2-TZVPD basis set.

XYZ file:
```
14
Properties=species:S:1:pos:R:3:mulliken_charge:R:1
C 1.052 0.294 0.130 -0.397
C 1.478 -1.974 -0.776 -0.135
C -2.516 1.512 0.612 -0.137
N 1.248 -0.807 -1.133 -0.110
N 0.184 1.219 -0.265 -0.598
N -1.205 1.078 0.412 0.035
H 0.825 -0.298 0.983 0.323
H 2.091 0.566 0.303 0.407
H 1.355 -2.911 -1.285 0.314
H 1.551 -1.966 0.300 0.215
H -3.031 0.984 1.448 0.215
H -2.890 2.388 0.191 0.310
H 0.918 -0.506 -2.045 0.317
H -1.061 0.420 1.124 0.243
```

Computed properties:
Molecular weight = 86.1 g/mol
Total charge = +1
Highest occupied orbital energy (alpha / beta) = -13.0 / -13.0 eV
Kohn-Sham gap (alpha / beta) = 8.53 / 8.53 eV
LUMO energy (alpha / beta) = -4.428 / -4.430 eV

Which structure loses on stability? ii does.